Entry from OMol25: a structure of composition C52H41BrN8NaO3S2 at a distorted geometry (the ωB97M-V functional and the def2-TZVPD basis).

```
108
Properties=species:S:1:pos:R:3
Na 0.18 1.18 -1.39
O 0.20 1.30 4.02
C -1.09 1.15 3.66
C -2.09 1.79 4.46
C -3.41 1.79 3.99
C -3.76 1.28 2.75
C -2.81 0.65 1.95
C -1.45 0.63 2.38
C -0.37 0.02 1.39
O -0.81 -0.27 0.18
N 0.17 -1.18 2.23
N 1.20 -1.79 1.76
C 1.95 -2.50 2.56
C 3.15 -3.15 1.96
Br 3.47 -2.81 0.18
C 4.02 -3.88 2.64
C 3.84 -4.14 4.08
C 2.70 -4.81 4.56
C 2.53 -5.04 5.93
C 3.57 -4.73 6.83
C 4.76 -4.13 6.33
C 4.89 -3.85 4.96
H 0.26 1.98 4.60
H -1.84 2.34 5.37
H -4.22 2.28 4.53
H -4.76 1.42 2.41
H -3.11 0.17 1.00
H 0.44 0.82 1.35
H 0.07 -1.10 3.21
H 1.79 -2.50 3.62
H 4.97 -4.21 2.23
H 1.92 -4.99 3.84
H 1.54 -5.31 6.30
H 3.48 -4.92 7.93
H 5.57 -3.83 7.04
H 5.82 -3.36 4.64
S -6.82 5.00 -0.21
N -6.34 4.09 -1.44
C -5.09 3.68 -1.18
C -4.21 2.90 -2.05
C -4.67 2.29 -3.19
C -3.79 1.54 -3.89
C -2.46 1.38 -3.44
N -1.98 1.91 -2.32
C -2.88 2.64 -1.61
C -2.39 3.22 -0.36
N -1.06 3.07 -0.09
C -0.55 3.45 1.08
C -1.31 4.26 1.90
C -2.61 4.48 1.63
C -3.24 4.01 0.49
C -4.57 4.22 0.04
N -5.45 4.95 0.70
H -5.59 2.51 -3.61
H -3.98 1.07 -4.86
H -1.72 0.86 -4.03
H 0.51 3.25 1.31
H -0.89 4.72 2.79
H -3.26 5.06 2.32
C 3.47 1.98 0.23
N 2.69 1.62 -0.90
C 3.30 1.45 -2.01
C 2.70 1.06 -3.27
C 3.36 0.40 -4.31
C 2.34 0.11 -5.22
C 1.15 0.54 -4.63
N 1.33 1.15 -3.45
C 3.02 3.21 0.89
C 2.56 4.31 0.09
C 2.00 5.42 0.71
C 1.97 5.56 2.05
C 2.61 4.53 2.83
C 3.11 3.37 2.28
H 4.57 2.07 -0.01
H 3.47 1.12 0.90
H 4.41 1.52 -1.91
H 4.40 0.32 -4.46
H 2.38 -0.28 -6.26
H 0.17 0.50 -5.17
H 2.60 4.24 -0.94
H 1.66 6.27 0.11
H 1.62 6.43 2.65
H 2.60 4.60 3.89
H 3.55 2.56 2.86
O -1.84 -5.11 -1.09
S -1.50 -3.72 -1.57
C -2.49 -3.53 -3.04
C -3.63 -4.36 -3.20
C -4.48 -4.18 -4.30
C -4.27 -3.20 -5.18
C -3.25 -2.25 -5.04
C -2.33 -2.45 -3.94
C 0.08 -3.71 -2.31
C 0.67 -4.81 -2.94
C 1.96 -4.77 -3.43
C 2.61 -3.55 -3.33
C 1.94 -2.40 -2.87
C 0.67 -2.48 -2.29
H -3.69 -5.26 -2.63
H -5.33 -4.87 -4.41
H -4.94 -3.03 -6.05
H -3.18 -1.44 -5.76
H -1.40 -1.81 -3.76
H 0.14 -5.77 -2.97
H 2.40 -5.67 -3.80
H 3.58 -3.51 -3.80
H 2.48 -1.44 -2.99
H 0.33 -1.61 -1.69
```

E_HOMO	-4.70	eV
net charge	-1
LUMO level	1.2	eV

---

Entry from OMol25: a structure of composition C52H44MnNO2SbSe (the ωB97M-V functional and the def2-TZVPD basis).

```
102
Properties=species:S:1:pos:R:3
Mn 1.03 0.56 0.76
C 5.22 -0.39 0.78
C 5.76 0.75 0.19
C 4.94 1.81 -0.13
C 3.57 1.72 0.12
N 3.05 0.59 0.65
C 3.86 -0.42 0.99
C 2.58 2.79 -0.11
C 2.93 4.04 -0.63
C 1.94 5.00 -0.78
C 0.63 4.70 -0.41
C 0.29 3.45 0.09
C 1.27 2.45 0.26
H 5.83 -1.23 1.06
H 6.82 0.81 -0.02
H 5.34 2.71 -0.57
H 3.36 -1.26 1.46
H 3.95 4.28 -0.91
H 2.19 5.98 -1.18
H -0.15 5.45 -0.54
H -0.74 3.23 0.37
C 4.07 -7.07 0.03
C 4.47 -5.88 0.62
C 3.73 -4.73 0.42
C 2.58 -4.73 -0.38
C 2.19 -5.93 -0.96
C 2.93 -7.09 -0.76
Sb 1.45 -2.88 -0.49
C -0.03 -3.64 -1.83
C -1.00 -4.50 -1.30
C -2.05 -4.96 -2.09
C -2.15 -4.56 -3.41
C -1.20 -3.70 -3.94
C -0.15 -3.24 -3.16
C 2.72 -1.97 -1.96
C 2.40 -0.69 -2.42
C 3.25 -0.03 -3.30
C 4.42 -0.63 -3.74
C 4.73 -1.91 -3.31
C 3.89 -2.58 -2.42
H 4.64 -7.98 0.18
H 5.36 -5.85 1.24
H 4.05 -3.81 0.90
H 1.32 -5.96 -1.60
H 2.61 -8.02 -1.23
H -0.96 -4.78 -0.26
H -2.80 -5.61 -1.65
H -2.98 -4.90 -4.02
H -1.29 -3.35 -4.97
H 0.56 -2.54 -3.58
H 1.49 -0.20 -2.09
H 2.99 0.97 -3.63
H 5.08 -0.11 -4.42
H 5.64 -2.40 -3.65
H 4.15 -3.57 -2.09
C -5.79 7.11 -0.67
C -5.12 5.87 -0.15
C -4.32 5.88 0.98
C -3.73 4.73 1.49
C -2.84 4.87 2.70
C -3.93 3.49 0.87
Se -3.16 1.88 1.53
C -4.71 3.47 -0.31
C -4.92 2.19 -1.07
C -5.29 4.64 -0.79
H -5.41 8.00 -0.16
H -6.87 7.09 -0.52
H -5.61 7.25 -1.74
H -4.15 6.83 1.49
H -3.19 5.68 3.35
H -1.81 5.09 2.41
H -2.81 3.94 3.26
H -3.96 1.70 -1.26
H -5.43 2.38 -2.01
H -5.50 1.47 -0.48
H -5.89 4.59 -1.69
O -1.01 -0.33 -2.61
C -1.08 -0.43 -1.39
O -0.17 -0.04 -0.58
C -2.25 -1.15 -0.76
C -2.26 -1.44 0.60
C -3.32 -2.15 1.15
C -4.37 -2.56 0.34
C -4.37 -2.26 -1.01
C -3.31 -1.56 -1.56
H -1.46 -1.08 1.23
H -3.33 -2.36 2.21
H -5.21 -3.11 0.77
H -5.20 -2.56 -1.64
H -3.27 -1.32 -2.62
C 0.91 0.53 2.44
C 0.67 0.54 3.83
C 1.70 0.24 4.75
C 1.47 0.21 6.11
C 0.21 0.46 6.63
C -0.82 0.76 5.73
C -0.61 0.81 4.37
H 2.69 0.02 4.36
H 2.29 -0.03 6.78
H 0.03 0.43 7.69
H -1.82 0.97 6.11
H -1.42 1.07 3.70
```

E_HOMO (spin up / spin down)	-0.52 / -0.86	eV
2S+1	2
net charge	-2
LUMO level (spin up / spin down)	3.9 / 3.9	eV

---

Entry from OMol25: a structure of composition C52H45ClN9O6P2Se2V at a distorted geometry (the ωB97M-V functional and the def2-TZVPD basis).

```
118
Properties=species:S:1:pos:R:3
V 1.36 0.13 0.18
O 3.67 -4.53 -0.34
C 2.44 -4.88 0.08
C 2.21 -6.23 0.36
C 0.97 -6.66 0.80
C -0.06 -5.75 0.99
C 0.16 -4.42 0.72
C 1.39 -3.96 0.26
C 1.56 -2.52 -0.01
O 0.64 -1.69 0.29
N 2.67 -2.12 -0.62
N 2.67 -0.79 -0.80
C 3.65 -0.28 -1.51
C 3.63 1.08 -1.91
C 4.66 1.65 -2.68
C 4.55 2.95 -3.11
C 3.42 3.68 -2.75
C 2.46 3.05 -1.97
N 2.54 1.80 -1.57
H 3.66 -3.55 -0.49
H 3.02 -6.93 0.21
H 0.81 -7.71 0.99
H -1.02 -6.09 1.34
H -0.63 -3.69 0.86
H 4.46 -0.93 -1.84
H 5.52 1.05 -2.95
H 5.32 3.41 -3.71
H 3.29 4.71 -3.06
H 1.57 3.59 -1.64
Se -5.10 1.04 -2.18
P -3.30 0.78 -3.24
C -3.09 2.19 -4.36
C -2.64 3.38 -3.82
C -2.57 4.52 -4.60
C -2.96 4.47 -5.93
C -3.43 3.29 -6.47
C -3.51 2.15 -5.69
C -3.36 -0.67 -4.34
C -4.47 -1.50 -4.35
C -4.54 -2.56 -5.23
C -3.49 -2.80 -6.10
C -2.37 -1.99 -6.08
C -2.29 -0.92 -5.20
C -1.72 0.67 -2.39
C -1.19 0.50 -1.10
N 0.14 0.41 -1.28
N 0.41 0.49 -2.55
N -0.67 0.66 -3.24
P -1.88 0.36 0.54
Se -0.64 0.73 2.19
C -3.20 1.60 0.57
C -2.90 2.85 0.04
C -3.85 3.86 0.09
C -5.08 3.62 0.69
C -5.35 2.39 1.27
C -4.41 1.38 1.21
C -2.68 -1.29 0.60
C -2.69 -1.99 1.79
C -3.24 -3.26 1.85
C -3.79 -3.83 0.71
C -3.80 -3.12 -0.48
C -3.25 -1.85 -0.54
H -2.34 3.41 -2.78
H -2.21 5.45 -4.17
H -2.90 5.36 -6.54
H -3.75 3.25 -7.50
H -3.88 1.22 -6.11
H -5.29 -1.28 -3.67
H -5.41 -3.20 -5.23
H -3.55 -3.63 -6.80
H -1.54 -2.19 -6.75
H -1.42 -0.29 -5.16
H -1.93 3.02 -0.40
H -3.64 4.82 -0.35
H -5.83 4.40 0.70
H -6.30 2.21 1.74
H -4.61 0.41 1.64
H -2.24 -1.53 2.67
H -3.23 -3.81 2.78
H -4.21 -4.82 0.75
H -4.23 -3.56 -1.37
H -3.25 -1.30 -1.48
C 4.19 3.37 4.11
N 3.48 3.03 2.90
C 2.20 3.59 2.57
C 1.86 2.78 1.30
O 0.85 2.90 0.64
N 2.85 1.90 1.07
C 3.74 2.00 2.05
N 4.82 1.23 2.12
H 4.24 4.46 4.21
H 5.21 2.99 4.06
H 3.70 2.96 4.99
H 2.25 4.66 2.37
H 1.45 3.39 3.34
H 4.68 0.27 1.72
H 5.31 1.19 3.00
C 0.20 -1.54 5.01
C 1.46 -0.83 5.38
C 1.38 0.34 6.13
C 2.52 1.01 6.54
Cl 2.37 2.44 7.52
C 3.78 0.55 6.20
C 3.87 -0.59 5.42
C 2.73 -1.29 5.02
O 2.95 -2.49 4.37
C 2.55 -2.60 3.01
C 3.02 -1.35 2.21
O 4.19 -1.33 1.79
O 2.20 -0.42 2.13
H -0.58 -1.32 5.73
H 0.36 -2.61 4.95
H -0.13 -1.17 4.03
H 0.41 0.72 6.41
H 4.66 1.07 6.53
H 4.83 -0.98 5.12
H 1.46 -2.70 2.92
H 3.05 -3.49 2.64
```

E_HOMO (spin up / spin down)	-3.74 / -5.35	eV
2S+1	4
net charge	-1
LUMO level (spin up / spin down)	2.2 / 2.2	eV

---

What relative energy (zero: lowest compared OMol25 entry of this formula, charge and spin) values result from the calculations? In sequence: 69.5 0.0 0.0 kcal/mol.